Here is C35H35N3O2P2PdS2 as an isolated structure from the OMol25 dataset. Energies are from the ωB97M-V functional and the def2-TZVPD basis.

Output
Spin multiplicity   1
Net charge   +2
Frontier orbital gap   4.9 eV
Energy relative to the best compared isomer or geometry (same formula, charge and spin)   1.1038 eV
Total energy   -3275.87829 hartree

```
80
Properties=species:S:1:pos:R:3:forces:R:3
C -0.8563 1.5102 -1.2821 -0.115 -0.004 0.024
C 1.4760 1.1863 0.3749 -0.022 0.051 -0.065
C 4.1508 1.2552 -0.5287 -0.028 0.003 -0.036
H -0.7333 -1.9085 5.7754 -0.004 0.023 0.003
H -1.8310 4.5857 -2.3158 -0.010 -0.005 -0.004
H -2.1168 -2.8998 4.1242 0.000 0.008 0.004
C 2.2196 -1.5522 3.2139 0.034 -0.043 -0.038
S -1.4526 -3.7900 -0.7126 -0.048 -0.116 0.079
P -0.2602 0.6681 0.1943 0.107 -0.080 -0.026
N -2.4002 -3.9676 1.8881 -0.079 0.000 0.150
C -2.4585 1.7488 1.5369 -0.032 -0.061 -0.041
C 4.2195 2.5097 0.0707 -0.002 -0.004 -0.006
H -4.7821 0.6561 -1.5021 0.024 -0.002 0.007
C -1.2404 1.5947 4.0313 -0.013 0.009 0.008
O -2.5812 -0.7154 -0.6118 0.115 -0.116 -0.085
C -5.0823 -0.2241 -0.9351 -0.029 -0.010 -0.013
H -2.9348 1.8094 0.5672 0.007 0.013 0.006
O 0.7871 -1.8982 1.4372 0.048 0.129 -0.325
H -3.0808 2.3794 4.8042 0.000 -0.003 -0.001
H -3.7588 -5.7422 1.1670 -0.003 -0.005 -0.006
H 0.9926 -3.0271 -3.5774 0.003 -0.004 0.000
C -2.5426 2.0625 3.9209 0.006 0.000 0.000
C -0.5435 1.2116 2.8964 0.010 0.012 -0.008
C 1.3058 -1.4318 5.4851 -0.014 -0.032 -0.019
C 2.2810 0.5640 -2.9542 0.026 -0.046 -0.021
H 3.4289 2.8638 0.7209 0.007 0.000 0.005
Pd -0.7762 -1.5382 0.0491 -0.194 0.408 0.353
C 1.3787 -1.1001 -4.4405 -0.010 0.012 -0.010
C -1.7332 2.8359 -3.5589 -0.003 0.010 0.027
H 3.3799 -1.0823 4.8984 -0.005 0.002 0.009
H 1.5144 2.1215 -0.1929 -0.001 0.019 0.019
C 5.3140 3.3371 -0.1521 -0.014 0.006 -0.001
C 6.3472 2.9195 -0.9741 0.002 0.004 0.000
C 2.3942 -1.3401 4.5314 0.024 0.022 0.012
C -3.6835 -1.5301 -2.8621 0.007 -0.014 -0.025
C -0.9704 0.8218 -2.4863 0.047 0.063 -0.052
H 7.1963 3.5662 -1.1496 0.001 -0.003 0.002
N -3.2626 -5.3884 0.3600 -0.006 -0.004 0.040
C 0.0821 -1.7868 5.0739 0.033 0.036 0.042
S -3.8314 -1.4817 -1.0866 0.078 0.012 0.013
H -3.4781 -0.5248 -3.2280 -0.024 -0.012 0.010
H 1.5042 -1.2380 6.5299 0.003 0.002 -0.002
H -5.1800 0.0084 0.1234 -0.010 -0.015 0.000
H 1.6672 1.4364 1.4186 -0.009 -0.061 0.020
C 5.2053 0.8373 -1.3440 0.015 0.000 0.011
H 5.3539 4.3107 0.3183 0.001 -0.003 0.000
C 2.2435 -0.3485 -1.9000 -0.013 0.047 0.000
H -0.6944 -0.2251 -2.5513 -0.006 0.025 0.025
H 1.7932 -2.3689 -1.3269 0.027 -0.013 0.000
C -0.1861 -2.0831 3.6769 -0.067 0.052 -0.004
H 2.6714 1.5624 -2.7917 -0.012 -0.006 0.001
C -3.1480 2.1402 2.6741 -0.008 0.007 -0.006
C -1.6005 3.5300 -2.3631 0.006 -0.007 -0.016
H -6.0199 -0.6326 -1.3123 -0.002 0.015 0.002
H -2.0757 3.3508 -4.4467 0.006 0.005 0.000
H -2.8588 -2.2007 -3.0977 -0.004 -0.023 -0.006
C -1.4099 1.4869 -3.6198 0.022 -0.017 0.014
H -0.7607 1.5436 4.9999 0.003 0.006 -0.003
H -4.6105 -1.9259 -3.2772 0.000 0.005 0.001
H -3.3693 -5.8507 -0.5298 -0.004 -0.002 0.003
N -1.5623 -3.0796 2.0709 0.062 -0.101 -0.188
C 6.2909 1.6657 -1.5704 -0.007 -0.007 -0.007
H -4.1569 2.5215 2.5861 0.003 -0.010 0.002
C 1.3324 -2.0146 -3.3981 -0.015 -0.005 0.016
H 7.0966 1.3323 -2.2108 -0.002 0.001 0.001
H 5.1744 -0.1404 -1.8126 0.005 0.001 0.005
H -1.0555 3.4213 -0.2983 -0.021 -0.017 0.002
P 2.8293 0.0367 -0.2092 0.040 -0.097 0.128
H -1.4839 0.9519 -4.5580 0.012 0.009 -0.020
C -2.4157 -4.3953 0.5117 0.004 -0.112 -0.234
H 1.9055 0.8947 -5.0362 0.003 -0.002 0.002
C 1.7756 -1.6418 -2.1332 -0.073 0.016 0.003
H 1.0654 -1.3955 -5.4337 0.004 0.000 0.001
C -1.3648 -2.6676 3.3746 0.038 0.010 0.041
C 1.8569 0.1872 -4.2184 -0.020 -0.001 -0.004
C -1.1639 2.8695 -1.2250 0.071 0.042 -0.001
C -1.1451 1.2900 1.6377 0.045 0.009 0.060
C 0.9138 -1.8551 2.6698 -0.026 -0.031 0.154
H 3.0255 -1.4620 2.4991 0.012 0.002 -0.035
H 0.4799 0.8695 3.0031 -0.007 -0.003 0.002
```
Positions in Å, forces in eV/Å.

Atomic partial charges in e from the Mulliken method, atoms 1 to 6: number 1, C, carries 0.8174; number 2, C, carries -1.4692; number 3, C, carries 0.5664; number 4, H, carries 0.4628; number 5, H, carries 0.4722; number 6, H, carries 0.4273

Here is a single C14H23N5 molecule at a distorted geometry from the OMol25 dataset. Energies are from the ωB97M-V functional and the def2-TZVPD basis.

Output
Spin multiplicity   1
SMILES   CCCC[C@H](C#N)n1cc(C2(N)CCCCC2)nn1
Frontier orbital gap   9.6 eV
Total energy   -820.99398 hartree

```
42
Properties=species:S:1:pos:R:3:forces:R:3
C 0.7085 -0.9918 -1.8198 -0.298 -0.099 -1.293
C -1.4407 0.4254 4.3707 -0.374 0.663 0.221
C 0.2454 2.9937 1.0176 -1.140 0.916 0.204
N -1.0765 0.9208 -1.5438 1.416 0.099 0.844
C 1.3738 -3.4548 -1.2572 0.566 0.918 -1.726
C 1.0142 -2.0613 -0.7434 -0.397 0.120 0.751
H -2.0689 1.3913 1.8459 0.162 0.404 0.230
H -0.5855 -4.0609 -1.6535 -0.608 -0.335 0.158
H 0.9146 -2.9096 -4.0369 -0.108 -0.337 0.065
H 1.0633 2.6605 1.6991 -0.868 -0.348 -0.533
H 0.5812 -4.9678 -2.6375 -0.068 0.445 0.359
H -0.7721 4.1305 2.4799 -0.060 0.092 0.289
C 0.0311 -3.0091 -3.3889 1.337 1.133 0.416
H -0.1956 2.2310 4.1837 -0.195 -0.115 -0.183
H 0.1201 -2.2226 -0.1228 -0.046 0.414 -0.101
N 1.0412 5.2279 -0.1006 -0.378 -1.563 0.996
C -0.2747 -1.5790 -2.8735 -0.193 -1.024 1.527
C 0.7301 4.2414 0.4306 0.599 2.050 -1.430
C -0.7072 1.4948 3.5466 -0.804 -0.328 -0.489
C 0.8344 1.0276 -0.3528 -1.269 0.333 0.389
N -1.1586 1.9994 -0.8173 1.033 -0.633 0.888
H -0.7855 -3.3672 -3.9988 -0.282 -0.071 -0.129
H -1.8311 3.8027 1.1240 0.773 -0.344 0.032
H 1.8016 0.7664 0.0544 -0.243 0.626 0.365
H 1.4851 -4.1435 -0.4554 0.117 -0.492 0.868
H -0.4157 -0.8675 -3.6531 -0.072 0.510 -0.783
C -1.0645 3.3472 1.7861 -0.361 -0.338 0.152
H 2.3251 -3.4120 -1.7950 0.130 0.028 0.122
H -0.8553 -0.0196 5.1724 0.288 -0.045 -0.145
N -0.0298 2.0348 -0.0375 1.007 -0.219 0.013
H -2.5737 2.5473 3.0698 -0.286 0.112 0.272
H -1.2184 -1.6447 -2.3358 -0.378 0.136 -0.049
C 0.3244 -3.9705 -2.2279 -0.195 -0.057 -0.562
N 1.9544 -0.6343 -2.5115 -0.129 -0.465 -1.048
C -1.7077 2.1664 2.5497 1.380 -0.254 -0.146
H 1.7579 -0.0078 -3.3118 0.256 -0.435 0.859
H 1.7812 -1.6911 -0.0382 -0.115 -0.077 -0.327
H -1.7957 -0.3628 3.7050 -0.068 -0.017 0.127
H 0.0343 0.9694 2.9373 0.263 0.181 0.131
H -2.3080 0.8898 4.8703 0.146 -0.250 -0.238
H 2.6053 -0.1987 -1.8841 0.274 0.285 0.053
C 0.1383 0.3083 -1.2461 -0.811 -1.621 -1.147
```
Positions in Å, forces in eV/Å.

Atomic partial charges in e from the Mulliken method, atoms 1 to 6: number 1, C, carries 1.5864; number 2, C, carries -1.3233; number 3, C, carries 0.0943; number 4, N, carries -0.2961; number 5, C, carries -0.8365; number 6, C, carries -0.9799

For each record above, in turn, the calculated E_HOMO values are -12.58, -9.08 eV.
For each record above, in turn, the calculated lowest unoccupied orbital energy values are -7.7, 0.5 eV.